This record from the Open Molecules 2025 dataset describes a structure of composition C32H88F2N9O12PbS2 at a distorted geometry. The level of theory is the ωB97M-V functional and the def2-TZVPD basis.

The geometry in XYZ format:
```
146
Properties=species:S:1:pos:R:3:forces:R:3:lowdin_spin:R:1
Pb -0.5986 -1.4013 3.0711 0.23 0.17 0.82 0.000
N -0.2926 -0.4368 0.9299 0.77 -4.70 -4.26 0.000
S -0.2780 1.0222 0.5890 -1.22 10.31 1.45 0.000
O -1.2357 1.5895 -0.3951 2.98 -2.17 1.40 0.000
O 1.0436 1.6344 0.8244 -2.93 -1.25 -0.81 0.000
F -1.1725 1.3353 1.9390 0.81 0.28 0.15 0.000
S -0.0623 -0.9842 -0.6708 0.60 -5.32 -4.20 0.000
O 1.0007 -0.3658 -1.5470 -3.47 -1.03 3.27 0.002
O -1.3087 -1.5045 -1.3187 3.56 2.15 2.31 0.000
F 0.7266 -2.3903 -0.2441 -1.10 1.73 -0.02 0.000
C -4.0620 -1.5129 1.4586 -0.42 -0.84 -0.63 0.000
C -3.9233 -1.8444 2.9497 -1.01 -1.80 -1.45 0.000
C -3.2850 -3.2134 3.2113 1.59 1.60 1.37 0.000
O -1.9991 -3.2940 2.4767 -2.40 -1.55 -0.76 0.000
C -1.9165 -4.6185 1.9588 1.60 -1.03 -1.30 0.000
N -3.1778 -0.7566 3.4893 0.33 0.55 1.50 0.000
H -4.2903 -2.3619 0.8142 0.21 -0.41 0.23 0.000
H -3.1201 -1.0987 1.0989 -0.11 0.16 -0.11 0.000
H -4.8981 -0.8585 1.2119 0.21 0.50 0.45 0.000
H -4.9002 -1.8729 3.4324 -0.26 -0.21 -0.09 0.000
H -4.0015 -4.0348 3.2212 0.33 -0.20 -1.29 0.000
H -2.8405 -3.3212 4.2007 -0.81 0.55 0.87 0.000
H -1.1685 -4.6687 1.1676 0.03 0.56 -0.22 0.000
H -2.8326 -4.9786 1.4907 -0.18 0.24 0.34 0.000
H -1.4855 -5.3572 2.6345 -0.56 0.11 0.64 0.000
H -3.8320 0.0039 3.3720 0.50 1.03 -0.35 0.000
H -3.2402 -0.8898 4.4885 0.40 0.15 0.71 0.000
C 5.9871 3.7445 -3.1738 -1.85 0.60 0.96 0.000
C 5.2266 5.0565 -2.6928 1.93 -1.04 -0.10 0.000
C 5.0348 5.1502 -1.1531 -2.17 -1.13 0.60 0.000
O 3.9518 4.1954 -0.8662 0.92 -1.16 0.01 0.000
C 3.3292 4.1015 0.4282 -0.69 1.36 -1.45 0.000
N 6.0091 6.1384 -3.2270 0.77 1.67 -0.18 0.000
H 6.2566 3.7948 -4.2288 0.11 0.33 0.08 0.000
H 5.2218 2.9715 -3.1044 0.41 -0.67 0.33 0.000
H 6.8581 3.5832 -2.5387 -0.07 -0.27 -0.14 0.000
H 4.2455 5.0604 -3.1676 -0.20 0.04 0.27 0.000
H 4.6037 6.0824 -0.7880 0.38 0.67 -0.57 0.000
H 5.8646 4.9194 -0.4851 0.57 -0.11 -0.54 0.000
H 3.0719 5.1321 0.6727 -0.22 0.10 0.57 0.000
H 3.7716 3.6313 1.3064 1.00 -0.19 -0.39 0.000
H 2.4049 3.5659 0.2115 0.03 0.04 0.17 0.000
H 6.6167 6.6425 -2.5970 -0.50 0.10 0.70 0.000
H 6.6882 5.8577 -3.9199 -0.40 -0.37 -0.33 0.000
C 3.1239 1.9137 -5.5445 -0.57 -0.88 -2.42 0.020
C 2.3248 0.8635 -4.7693 0.11 4.81 1.01 0.134
C 2.6944 -0.6362 -5.1505 -0.81 -2.17 1.35 0.138
O 1.9149 -1.5100 -4.3976 -0.82 0.50 -0.38 0.230
C 0.5526 -1.8581 -4.8688 0.93 -0.55 -0.46 0.015
N 2.5417 1.2643 -3.3924 0.06 -4.03 -1.87 0.364
H 4.1348 2.1606 -5.2202 -0.20 -0.20 0.18 0.001
H 2.5085 2.7962 -5.7189 0.09 0.24 0.83 0.006
H 3.1212 1.5456 -6.5705 0.78 -0.05 -0.30 0.000
H 1.2860 1.0475 -5.0434 -0.35 -0.72 0.16 0.015
H 3.7214 -0.7785 -4.8141 0.07 -0.03 -0.36 0.006
H 2.4987 -0.8402 -6.2031 0.24 0.76 -0.24 0.017
H -0.2367 -1.1349 -4.6640 0.43 0.44 0.41 0.010
H 0.3013 -2.8098 -4.4005 0.15 0.23 0.25 0.003
H 0.5664 -2.0424 -5.9430 0.20 0.17 -0.09 0.002
H 2.1488 0.5043 -2.8556 -0.95 0.54 1.33 0.018
H 3.5345 1.1475 -3.2488 0.65 1.17 0.53 0.017
C -1.3221 -7.1832 -0.5749 -0.90 1.38 -1.00 0.000
C -0.0295 -7.3510 0.1177 1.98 -1.56 -0.45 0.000
C 1.0217 -6.3315 -0.3465 -0.55 -0.24 1.68 0.000
O 1.4617 -6.5901 -1.6298 -0.29 -0.14 -0.46 0.000
C 1.4881 -5.4377 -2.4163 0.55 0.36 -0.26 0.000
N -0.1811 -7.4229 1.5431 -0.76 0.14 1.88 0.000
H -2.1301 -7.8566 -0.2892 0.33 -0.35 -0.25 0.000
H -1.1214 -7.1356 -1.6452 -0.20 -0.87 -0.19 0.000
H -1.7352 -6.1803 -0.4661 -0.04 0.33 0.66 0.000
H 0.3761 -8.3226 -0.1647 0.13 -0.17 -0.70 0.000
H 1.8968 -6.3339 0.3034 0.11 -0.23 0.44 0.000
H 0.5622 -5.3548 -0.1946 -0.05 0.51 -0.48 0.000
H 0.4791 -5.1084 -2.6644 -0.16 -0.08 -0.44 0.000
H 2.1293 -5.6498 -3.2718 -0.44 0.01 -0.24 0.000
H 1.9514 -4.5983 -1.8979 0.21 0.14 0.28 0.000
H -0.7912 -8.2089 1.7168 -1.19 0.18 -0.13 0.000
H 0.5712 -7.8585 2.0572 1.28 0.62 -0.41 0.000
C -2.9349 0.5110 -3.9593 0.18 -2.02 -0.14 0.000
C -3.2349 -1.0247 -4.3410 -0.58 3.83 -0.04 0.000
C -4.2425 -1.6331 -3.3724 0.06 -1.18 -1.49 0.000
O -3.9363 -3.0487 -3.4382 -0.55 -0.29 1.98 0.000
C -4.0220 -3.6828 -2.1369 1.24 0.39 -0.95 0.000
N -3.6751 -0.9514 -5.7601 1.32 -1.56 0.97 0.000
H -2.1347 0.8805 -4.6005 -0.13 0.11 -0.11 0.000
H -2.6145 0.6208 -2.9233 -0.14 0.06 0.10 0.000
H -3.8481 1.0748 -4.1502 0.12 0.16 0.09 0.000
H -2.3642 -1.6774 -4.2780 0.18 0.27 -0.13 0.000
H -5.2429 -1.5893 -3.8030 -0.23 0.64 0.25 0.000
H -4.2203 -1.1750 -2.3836 0.21 -0.35 0.23 0.000
H -4.9484 -3.5097 -1.5892 -0.25 -0.13 -0.32 0.000
H -3.1889 -3.2937 -1.5516 0.02 0.26 0.42 0.000
H -3.7713 -4.7355 -2.2673 -0.57 -0.07 -0.13 0.000
H -3.8646 -1.9316 -5.9126 -0.58 -0.02 -1.09 0.000
H -4.4792 -0.3765 -5.9676 -0.18 -0.07 0.46 0.000
C 3.3797 0.5657 4.3333 1.96 0.03 -0.45 0.000
C 2.3423 -0.2877 3.5927 0.50 0.00 2.45 0.000
C 2.8047 -1.7592 3.3655 0.68 0.23 -0.23 0.000
O 1.7619 -2.5887 2.8541 -0.76 -0.39 -0.72 0.000
C 2.0721 -3.9761 2.5021 0.07 0.15 0.22 0.000
N 1.1861 -0.2493 4.5091 -0.96 -1.11 -0.79 0.000
H 3.1686 1.6351 4.3377 -0.20 0.02 -0.93 0.000
H 4.3512 0.3529 3.8871 0.25 0.61 -0.26 0.000
H 3.6054 0.4813 5.3963 -0.72 -1.26 0.28 0.000
H 2.1242 0.3017 2.7021 -0.21 -0.63 -0.45 0.000
H 3.2019 -2.3009 4.2239 -0.14 0.62 0.79 0.000
H 3.6833 -1.7047 2.7227 -0.17 -0.14 -0.67 0.000
H 1.2028 -4.4940 2.0970 -0.34 0.69 -0.19 0.000
H 2.3126 -4.5989 3.3638 0.40 0.46 0.37 0.000
H 2.8664 -4.0465 1.7589 0.07 0.30 0.08 0.000
H 1.0932 0.7021 4.8351 -0.47 0.57 0.06 0.000
H 1.4034 -0.8487 5.2924 0.06 -0.04 0.34 0.000
C -5.9503 4.1512 0.1078 0.02 -0.84 -1.91 0.000
C -5.5770 3.6239 -1.3372 1.70 1.74 0.65 0.000
C -4.1536 4.3693 -1.7178 -1.26 -2.03 -0.74 0.000
O -3.5841 3.9070 -2.9950 -0.88 0.90 1.22 0.000
C -2.1810 4.0691 -3.0717 0.31 -1.19 0.00 0.000
N -5.4434 2.1783 -1.3328 0.11 0.09 -0.09 0.000
H -6.8315 3.5881 0.4151 -0.09 0.25 0.09 0.000
H -6.1851 5.2031 -0.0546 0.07 0.04 0.70 0.000
H -5.1596 3.9555 0.8321 0.11 0.31 -0.03 0.000
H -6.3833 3.9792 -1.9789 0.14 -0.37 -0.31 0.000
H -3.5170 3.9803 -0.9232 0.41 0.44 0.21 0.000
H -4.2500 5.4550 -1.7259 0.08 -0.01 0.13 0.000
H -1.7092 4.8315 -2.4518 -0.52 0.59 -0.19 0.000
H -1.8849 4.1322 -4.1188 -0.19 0.52 -0.01 0.000
H -1.7036 3.1512 -2.7287 0.09 -0.39 0.25 0.000
H -5.2121 1.8408 -2.2562 -0.24 0.10 -0.45 0.000
H -4.5812 1.9931 -0.8404 0.21 -0.24 0.50 0.000
C 2.2123 3.5343 8.0833 -1.04 -1.25 0.97 0.000
C 1.9296 3.7241 6.6171 -0.02 -1.01 0.44 0.000
C 0.6190 2.9890 6.1640 0.09 -0.33 -1.08 0.000
O 0.5373 2.4905 4.7279 -0.19 -2.20 4.35 0.000
C 0.7348 3.3847 3.7474 0.08 2.31 -0.67 0.000
N 2.0208 5.1501 6.3737 -0.17 -0.44 -1.06 0.000
H 1.3463 3.8374 8.6717 0.28 0.42 0.31 0.000
H 3.1509 3.9688 8.4274 -0.27 0.49 -0.18 0.000
H 2.3368 2.4707 8.2864 -0.04 -0.24 0.04 0.000
H 2.8106 3.2085 6.2350 -0.15 -0.41 -1.18 0.000
H -0.3326 3.4868 6.3503 0.31 0.93 -0.16 0.000
H 0.4621 2.0909 6.7615 0.59 -0.31 -0.14 0.000
H 0.4243 4.3541 4.1374 -0.03 0.52 -0.45 0.000
H 0.0788 3.1485 2.9096 0.48 0.00 -0.22 0.000
H 1.7999 3.4400 3.5225 0.11 0.16 -0.73 0.000
H 1.9804 5.2151 5.3666 -0.19 0.74 -0.38 0.000
H 3.0032 5.2993 6.5547 0.21 0.82 0.27 0.000
```
Forces are in eV/Å.

Values from the calculation:
Total charge   +2
E_HOMO (spin up / spin down)   -12.16 / -12.15 eV
LUMO (spin up / spin down)   -5.782 / -9.318 eV
Multiplicity   2
HOMO-LUMO gap (spin up / spin down)   6.4 / 2.8 eV
E   -104918.77150 eV


This record from the Open Molecules 2025 dataset describes a cluster of 2 separate species, C4H13NO in total at a distorted geometry. The level of theory is the ωB97M-V functional and the def2-TZVPD basis.

The geometry in XYZ format:
```
19
Properties=species:S:1:pos:R:3:forces:R:3:lowdin_charge:R:1
C 1.4975 0.3976 -0.2611 1.25 1.32 2.67 -0.186
N 0.3959 -0.3340 0.2942 -1.80 -0.30 -3.58 -0.121
C -0.8764 -0.4470 -0.5279 1.92 0.60 -0.80 -0.358
C -0.5775 -0.1492 -2.1456 -1.00 0.51 0.24 -0.096
C -1.9714 0.6182 -0.0149 1.30 -3.77 -1.48 -0.061
H 2.0340 -0.0460 -1.0692 -0.06 -0.92 -0.72 0.048
H 2.2073 0.3785 0.5888 0.14 0.24 -0.51 0.072
H 1.4580 1.4910 -0.5476 -0.87 -0.73 0.38 0.084
H 0.1687 -0.4170 1.2569 0.74 0.50 0.67 0.063
H -1.0816 -1.5694 -0.4094 -0.86 1.77 -0.31 0.131
H -1.5051 -0.3563 -2.8464 1.74 -0.24 1.66 0.086
H 0.3460 -0.7054 -2.5194 -1.40 0.77 0.46 0.068
H -0.4754 0.9849 -2.3396 0.34 -1.68 0.63 0.076
H -2.6323 0.4436 -0.8375 -1.47 0.56 -0.06 0.041
H -1.5947 1.6150 -0.0444 0.34 0.55 0.41 0.060
H -2.3443 0.1793 0.9056 -0.29 0.78 0.24 0.063
O 1.7184 -0.6241 3.1245 -3.28 4.55 -2.64 0.014
H 1.1250 -0.2268 3.7801 0.03 0.23 -0.48 0.063
H 2.1080 -1.2327 3.6130 3.22 -4.74 3.19 -0.047
```
Forces are in eV/Å.

Values from the calculation:
Total charge   0
E_HOMO   -7.78 eV
Relative energy (zero: lowest compared OMol25 entry of this formula, charge and spin)   55.4 kcal/mol
LUMO   0.721 eV
Multiplicity   1
SMILES string   CNC(C)C.O
HOMO-LUMO gap   8.5 eV
E   -7894.25883 eV


This record from the Open Molecules 2025 dataset describes a structure of composition C21H60F3O13S11Zn at a distorted geometry. The level of theory is the ωB97M-V functional and the def2-TZVPD basis.

The geometry in XYZ format:
```
109
Properties=species:S:1:pos:R:3:forces:R:3:lowdin_charge:R:1
Zn -1.2719 -4.1013 -2.3497 0.14 0.32 0.15 1.004
C 0.3781 1.3840 0.6881 1.80 -0.85 0.71 -0.640
F 0.2058 2.0466 -0.4370 -0.85 -0.53 -0.61 0.153
F 1.1089 2.1967 1.4450 0.48 -0.18 0.50 0.131
F -0.7443 1.1448 1.3588 -0.17 -0.17 -0.76 0.142
S 1.4141 -0.3022 0.3948 -1.48 -0.45 1.44 0.556
O 2.4710 0.0457 -0.5168 0.53 0.45 0.48 -0.234
O 1.6902 -0.8480 1.7404 -0.19 1.26 -2.20 -0.261
O 0.5013 -1.1905 -0.3659 -0.32 0.18 0.15 -0.276
C 0.1062 -9.1733 0.8374 0.13 0.28 -0.64 -0.249
S -1.0707 -7.8810 1.3775 -0.11 0.15 0.70 0.856
O -1.4604 -6.9128 0.2966 0.47 -0.55 -0.18 -0.583
C -2.5227 -8.9022 1.7111 -0.63 -0.75 -0.11 -0.250
H 0.9869 -8.6749 0.4322 -0.25 0.30 -0.29 0.049
H -0.3364 -9.8321 0.0902 0.01 0.04 0.02 0.057
H 0.5333 -9.7435 1.6623 -0.67 0.05 0.38 0.062
H -2.9707 -8.6810 2.6799 0.36 0.21 0.05 0.053
H -2.3299 -9.9738 1.6610 0.42 0.04 0.18 0.052
H -3.3108 -8.7489 0.9739 0.29 0.48 -0.27 0.059
C 0.3975 0.5706 -6.2437 -0.63 -0.60 -0.40 -0.206
S -0.0695 -1.2826 -6.4474 -0.73 1.80 -0.31 0.868
O -1.0882 -1.6175 -5.3920 0.38 -0.02 -0.17 -0.602
C -1.0461 -1.0283 -8.0237 1.14 0.42 0.07 -0.237
H 1.2155 0.7817 -6.9325 0.12 -0.19 0.16 0.047
H 0.6253 0.8726 -5.2215 0.27 -0.70 0.03 0.051
H -0.4413 1.2035 -6.5336 -0.25 -0.31 -0.16 0.047
H -0.4321 -0.5118 -8.7616 0.55 0.06 0.21 0.049
H -1.8546 -0.3195 -7.8444 -0.36 -0.64 0.28 0.058
H -1.2564 -1.9812 -8.5093 -0.54 0.00 0.58 0.050
C 1.8815 8.0551 7.4882 0.93 -0.54 -0.49 -0.256
S 1.3401 8.4785 5.7541 -0.98 -0.43 0.97 0.829
O -0.1364 8.1293 5.8230 1.50 -0.03 -0.68 -0.596
C 2.3579 7.2211 4.7828 -0.68 0.39 1.04 -0.242
H 1.2323 8.5027 8.2406 -0.21 0.18 -0.55 0.049
H 2.9104 8.3511 7.6926 0.04 0.45 -0.26 0.041
H 1.9122 6.9768 7.6444 -0.48 -0.13 -0.26 0.045
H 2.2783 7.3653 3.7054 -0.29 0.26 0.20 0.042
H 2.0192 6.2239 5.0639 0.15 0.01 0.00 0.047
H 3.3844 7.4177 5.0923 0.03 -0.17 0.02 0.043
C -2.3738 -3.5881 7.9949 0.05 0.23 -0.99 -0.233
S -2.5589 -4.6667 6.4582 -2.11 0.09 1.64 0.835
O -3.8130 -5.4753 6.7770 1.51 0.65 -0.52 -0.585
C -3.0728 -3.4711 5.1892 0.68 -0.41 -0.29 -0.278
H -2.1999 -4.2654 8.8310 -0.05 -0.02 -0.22 0.045
H -3.2585 -2.9733 8.1610 -0.33 -0.47 -0.14 0.049
H -1.5644 -2.8638 7.9042 0.35 -0.32 -0.17 0.042
H -3.3382 -4.1155 4.3511 -0.22 -0.12 0.07 0.038
H -2.1614 -2.9764 4.8534 -0.08 0.46 0.18 0.044
H -3.9079 -2.8031 5.4000 0.21 -0.10 0.41 0.060
C -5.6396 -0.0634 -2.5200 -0.40 0.18 0.63 -0.227
S -5.7640 -1.4726 -1.3275 1.13 0.38 -0.55 0.867
O -4.3266 -1.9417 -1.1891 -0.55 -0.12 -0.24 -0.591
C -6.0753 -0.6600 0.2578 0.18 -0.27 -0.57 -0.236
H -5.7404 -0.4141 -3.5471 0.40 -0.33 0.21 0.050
H -4.6974 0.4424 -2.3090 0.10 -0.25 -0.19 0.058
H -6.4356 0.6714 -2.3997 -0.21 -0.17 0.35 0.052
H -5.1453 -0.1827 0.5663 -0.15 0.25 -0.14 0.062
H -6.2632 -1.4989 0.9279 -0.28 0.22 0.07 0.053
H -6.9249 0.0113 0.1326 0.05 -0.05 0.33 0.061
C 9.0698 1.3578 -4.3319 0.11 0.18 1.15 -0.255
S 8.5241 -0.0994 -3.2751 2.11 -0.17 -2.31 0.851
O 9.6318 -1.1646 -3.4708 -2.34 1.73 0.38 -0.582
C 7.1652 -0.4716 -4.4509 -0.23 -0.91 0.41 -0.290
H 9.6012 1.0904 -5.2452 -0.28 -0.57 0.11 0.058
H 9.7585 1.9483 -3.7277 0.04 -0.07 0.06 0.036
H 8.2103 1.9928 -4.5471 -0.07 -0.15 -0.01 0.041
H 6.6371 -1.2885 -3.9590 0.10 -0.38 -0.39 0.034
H 7.6021 -0.7568 -5.4079 0.09 -0.24 0.18 0.055
H 6.3868 0.2664 -4.6448 0.46 0.59 0.43 0.050
C -5.7289 3.1147 5.3017 0.51 -0.42 -0.63 -0.298
S -7.2653 3.9291 5.8449 -0.43 -1.32 1.84 0.849
O -8.4107 2.9466 5.8518 0.98 0.70 -0.63 -0.582
C -6.7932 3.9683 7.6716 0.82 0.40 0.11 -0.241
H -4.8873 3.7901 5.4558 -0.05 0.01 0.64 0.049
H -5.6292 2.9141 4.2349 -0.93 0.34 -0.31 0.039
H -5.5768 2.1205 5.7217 -0.08 0.25 0.67 0.056
H -7.1492 4.8737 8.1631 -0.34 0.00 -0.35 0.038
H -5.7203 3.9571 7.8637 0.26 0.26 -0.61 0.036
H -7.1135 3.1113 8.2641 -0.71 -0.22 -0.72 0.054
C 8.7862 1.9134 2.0256 -0.21 1.25 -0.13 -0.252
S 7.6386 2.4410 3.4234 -0.41 0.21 -1.48 0.840
O 7.2634 3.8992 3.2194 0.56 -1.77 0.03 -0.574
C 6.2126 1.4614 2.7644 -0.34 0.29 0.00 -0.272
H 8.4331 2.3881 1.1102 -0.63 -0.16 -0.02 0.044
H 8.8920 0.8415 1.8584 -0.11 0.06 0.46 0.050
H 9.7468 2.4180 2.1298 0.13 -0.34 0.65 0.040
H 5.9151 1.8294 1.7825 0.29 0.32 -0.02 0.051
H 5.3580 1.6193 3.4224 0.17 0.09 0.18 0.041
H 6.3537 0.3861 2.6556 0.52 0.04 0.32 0.050
C 3.2812 -6.6042 -6.3256 0.14 -0.37 0.67 -0.259
S 2.7140 -7.0355 -4.6387 -1.77 0.87 -0.37 0.854
O 1.6868 -5.9750 -4.1857 1.27 -1.40 -0.67 -0.632
C 1.6956 -8.4763 -5.1664 -0.95 0.35 -0.14 -0.262
H 3.8840 -5.6987 -6.2572 -0.23 0.01 -0.08 0.051
H 2.4543 -6.5486 -7.0336 0.00 0.23 0.22 0.056
H 3.9337 -7.4334 -6.5992 0.08 -0.02 -0.12 0.053
H 0.8754 -8.5270 -4.4504 0.44 -0.27 0.55 0.042
H 2.1774 -9.4423 -5.3175 0.38 0.26 0.40 0.057
H 1.1211 -8.2698 -6.0694 0.44 0.43 -0.36 0.048
C -5.1130 8.0574 -5.7370 0.70 -0.52 0.77 -0.240
S -4.0760 6.5166 -5.4000 2.34 0.98 -0.28 0.831
O -2.9032 6.4918 -6.3766 -1.65 -0.01 0.59 -0.605
C -3.1495 6.9558 -3.8192 -0.98 0.77 -0.24 -0.246
H -5.9733 8.0066 -5.0696 -0.16 -0.20 -0.20 0.039
H -5.3907 8.0039 -6.7896 -0.03 -0.15 0.16 0.045
H -4.6147 9.0031 -5.5238 0.40 -0.22 -0.13 0.048
H -2.7271 7.9593 -3.8695 -0.18 0.10 -0.47 0.046
H -2.2908 6.3021 -3.6662 -0.49 -0.45 -0.29 0.045
H -3.8440 6.9628 -2.9791 0.05 -0.31 0.10 0.037
```
Forces are in eV/Å.

Values from the calculation:
Total charge   +1
E_HOMO   -9.78 eV
Relative energy (zero: lowest compared OMol25 entry of this formula, charge and spin)   307.3 kcal/mol
LUMO   -8.827 eV
Multiplicity   1
HOMO-LUMO gap   1.0 eV
E   -225100.24301 eV